Molecular formula: C5H10O2
Method: DFT, the ωB97M-V functional and the def2-TZVPD basis

The geometry in XYZ format:
```
17
Properties=species:S:1:pos:R:3:forces:R:3:nbo_charge:R:1
C -1.576 0.808 1.759 -0.42 0.11 0.10 -0.25
O -0.178 0.670 1.792 0.12 -0.09 0.47 -0.74
C 0.173 0.174 -0.743 -0.16 0.00 0.00 -0.27
C 1.626 0.576 -0.922 0.06 0.13 0.22 -0.06
O 1.857 -0.581 -1.768 0.20 -0.12 -0.22 -0.52
C 0.475 -0.912 -1.693 -0.15 -0.33 -0.58 0.08
C 0.120 -1.321 -0.306 0.02 0.04 -0.10 -0.51
H -1.842 1.825 1.451 0.05 -0.05 0.10 0.17
H -2.062 0.120 1.053 0.15 0.04 0.07 0.16
H -1.999 0.619 2.749 -0.09 0.05 -0.02 0.17
H -0.652 0.886 -0.714 0.17 -0.55 0.10 0.24
H 2.263 0.613 -0.030 -0.08 -0.17 -0.15 0.18
H 1.770 1.501 -1.497 -0.17 -0.21 0.09 0.19
H -0.066 -1.248 -2.566 0.24 -0.04 -0.14 0.20
H -0.863 -1.780 -0.166 0.22 0.36 -0.13 0.23
H 0.918 -1.800 0.274 -0.21 0.45 -0.08 0.23
H 0.035 -0.151 1.327 0.06 0.38 0.28 0.49
```
Forces are in eV/Å.

Output
Orbital gap in Ha: 0.3873
ΔE to the lowest compared entry with this formula, charge and spin in eV: 4.143
Spin multiplicity: 1